A 2-piece molecular cluster, C2H10N2O overall. Source: OMol25; level of theory: the ωB97M-V functional and the def2-TZVPD basis.

- energy above the lowest of the compared OMol25 structures with the same formula, charge and spin (eV) = 1.803
- E_HOMO (eV) = -7.89
- SMILES = CNCN.O
- energy (eV) = -7262.1202
- HOMO-LUMO gap (eV) = 8.743

Last column: Löwdin charge in e.
Cartesian coordinates (Å):
C1 1.3628 -0.4507 0.4443  -0.115
N1 -0.0622 -0.1601 -0.0638  -0.161
C2 -0.2348 1.0630 -0.8202  -0.313
N2 -0.2487 0.6142 -2.2561  -0.038
H1 1.4469 -0.0960 1.4955  0.062
H2 1.5098 -1.5795 0.4616  0.080
H3 2.1566 0.0084 -0.1869  0.064
H4 -0.4976 -0.9526 -0.5271  0.084
H5 0.5444 1.8937 -0.6459  0.135
H6 -1.1678 1.4792 -0.5314  0.082
H7 -1.1288 0.0710 -2.3114  0.059
H8 0.6379 0.2504 -2.7049  0.085
O1 -1.2924 -0.2630 2.5718  -0.131
H9 -2.1798 -0.7714 2.7484  0.085
H10 -0.8463 -1.1065 2.3263  0.022